{"formula": "C5H8F2", "method": "ωB97M-V with the def2-TZVPD basis set", "multiplicity": 3, "energy_ha": -394.85630, "homo_lumo_gap_ev": [8.6601, 8.7830], "s_squared": 2.004, "symbols": ["C", "C", "C", "C", "C", "F", "F", "H", "H", "H", "H", "H", "H", "H", "H"], "xyz": [[0.36104, -1.45119, 0.40338], [1.11043, -0.40536, 0.12039], [2.51080, -0.36327, -0.38404], [-2.78929, 1.12212, 0.05463], [-2.95899, -0.26594, -0.38872], [0.57614, 0.83918, 0.27667], [-4.14656, -0.73792, -0.00522], [0.74760, -2.44810, 0.29495], [3.01561, 0.51636, 0.00849], [3.04973, -1.25992, -0.09136], [2.51199, -0.29482, -1.47307], [-2.66261, 1.71494, -0.85491], [-3.59679, 1.53142, 0.66540], [-1.82692, 1.18728, 0.56302], [-0.65753, -1.34106, 0.72396]]}